Version w
{
  "formula": "C3H3FO2",
  "method": "ωB97M-V/def2-TZVPD",
  "multiplicity": 1,
  "smiles": "OC#CF.C=O",
  "e_homo_ha": -0.3520,
  "symbols": ["O", "C", "C", "F", "H", "C", "O", "H", "H"],
  "coordinates": [[0.545, 1.850, 0.016], [1.201, 0.775, 0.116], [1.748, -0.210, -0.343], [2.402, -1.314, -0.014], [-0.403, 1.960, 0.182], [-1.360, -0.771, 0.017], [-1.670, 0.349, -0.280], [-1.441, -1.018, 1.040], [-1.023, -1.621, -0.733]]
}


Version x
{
  "formula": "C3H3FO2",
  "method": "ωB97M-V/def2-TZVPD",
  "multiplicity": 1,
  "e_homo_ha": [-0.3407, -0.2771],
  "symbols": ["C", "C", "C", "O", "O", "F", "H", "H", "H"],
  "coordinates": [[-1.402, -0.139, 0.457], [-0.481, 0.268, -0.452], [0.526, 1.136, -0.164], [1.295, 1.936, 0.093], [1.786, -1.017, -0.677], [2.283, -1.383, 0.548], [-2.160, -0.844, 0.168], [-1.377, 0.176, 1.484], [-0.471, -0.133, -1.457]]
}


Stability ranking, top entry: version w; the second entry is 216.0 kJ/mol less favorable.


Version w
{
  "formula": "C3H3FO2",
  "method": "ωB97M-V/def2-TZVPD",
  "multiplicity": 1,
  "smiles": "O=C(O)/C=C\\F",
  "e_homo_ha": -0.3977,
  "symbols": ["O", "C", "O", "C", "C", "F", "H", "H", "H"],
  "coordinates": [[2.260, 0.241, -0.249], [1.073, -0.051, 0.011], [0.431, -1.276, 0.196], [0.010, 1.015, 0.330], [-1.349, 0.791, -0.081], [-1.899, -0.538, -0.106], [-0.626, -1.012, -0.132], [0.185, 2.147, 0.415], [-2.397, 1.468, -0.461]]
}


Version x
{
  "formula": "C3H3FO2",
  "method": "ωB97M-V/def2-TZVPD",
  "multiplicity": 1,
  "e_homo_ha": -0.3759,
  "symbols": ["C", "C", "C", "O", "O", "F", "H", "H", "H"],
  "coordinates": [[-1.685, -0.440, 0.076], [1.148, 0.795, 0.199], [0.462, -0.521, -0.087], [-2.469, -0.201, 0.951], [0.860, 0.367, -1.090], [-2.039, -0.771, -1.223], [0.607, 1.657, 0.690], [2.121, 0.588, 0.391], [0.995, -1.474, 0.094]]
}


Stability ranking, top entry: version w; the second entry is 67.0 kJ/mol less favorable.


Version w
{
  "formula": "C6H10BrN3O",
  "method": "ωB97M-V/def2-TZVPD",
  "multiplicity": 1,
  "e_homo_ha": -0.2837,
  "symbols": ["C", "C", "C", "C", "C", "C", "N", "N", "N", "O", "Br", "H", "H", "H", "H", "H", "H", "H", "H", "H", "H"],
  "coordinates": [[1.690, -0.494, -2.896], [1.375, 0.181, -1.726], [-1.667, -0.113, 2.677], [-1.208, 1.031, 1.805], [-0.812, 0.594, 0.385], [0.343, -0.386, 0.441], [0.500, -1.812, -1.536], [2.441, -0.121, -3.807], [0.649, -0.677, -0.928], [1.047, -1.756, -2.801], [1.926, 1.892, -1.262], [-2.718, -0.049, 2.603], [-1.274, -1.030, 2.321], [-1.527, 0.160, 3.654], [-2.027, 1.858, 1.778], [-0.280, 1.590, 2.251], [-1.611, 0.071, -0.047], [-0.544, 1.401, -0.273], [-0.036, -1.349, 0.929], [1.171, -0.211, 1.017], [2.563, -0.779, -4.585]]
}


Version x
{
  "formula": "C6H10BrN3O",
  "method": "ωB97M-V/def2-TZVPD",
  "multiplicity": 1,
  "smiles": "CN1CC(Br)=C(N)N(C)C1=O",
  "e_homo_ha": -0.2854,
  "symbols": ["C", "N", "C", "C", "Br", "C", "N", "N", "C", "C", "O", "H", "H", "H", "H", "H", "H", "H", "H", "H", "H"],
  "coordinates": [[1.506, 0.623, 2.313], [0.244, 0.398, 1.553], [-0.984, 0.649, 2.300], [-2.109, 0.817, 1.263], [-3.697, 1.709, 1.720], [-2.053, 0.309, 0.023], [-3.062, 0.534, -0.812], [-0.858, -0.286, -0.495], [-0.697, -0.896, -1.780], [0.244, -0.246, 0.365], [1.354, -0.601, -0.081], [1.960, -0.330, 2.349], [1.393, 0.999, 3.284], [2.222, 1.251, 1.770], [-0.913, 1.517, 2.833], [-1.187, -0.200, 2.983], [-2.745, 0.505, -1.785], [-3.769, 1.250, -0.488], [0.253, -0.697, -2.171], [-1.502, -0.657, -2.533], [-0.652, -1.986, -1.559]]
}


Stability ranking, top entry: version x; the second entry is 337.2 kJ/mol less favorable.